Formula: C26H28BBrMoN3O7
Source: the Open Molecules 2025 dataset
Level of theory: wB97M-V/def2-TZVPD

Properties
Net charge ... +1
Electronic energy ... -4365.446967 a.u.
M ... 681.18 g/mol
Energy relative to the best compared isomer or geometry (same formula, charge and spin) ... 0.0 kJ/mol
E_HOMO (alpha / beta) ... -11.0 / -11.0 eV
Frontier orbital gap (alpha / beta) ... 6.76 / 6.75 eV

XYZ file:
```
67
Properties=species:S:1:pos:R:3:forces:R:3:lowdin_charge:R:1
H 3.8630 -5.9129 2.7092 0.008 0.083 -0.123 0.1372
H 3.2643 -3.5124 2.0504 -0.051 -0.063 -0.011 0.1418
C -2.2912 0.3464 3.2551 -0.979 -0.383 1.968 -0.0727
N 1.4032 -4.0951 1.2885 0.091 -0.167 0.001 -0.0647
C -3.2607 -1.8863 -4.1259 0.173 0.049 -0.081 -0.1021
H 1.3401 3.9010 3.9578 -0.022 0.068 0.138 0.0941
H 0.3697 -7.3064 1.3178 0.018 0.109 -0.100 0.1374
N -0.8038 -0.8326 1.9553 -1.798 -0.663 1.706 -0.0565
C 2.4416 1.5434 4.6629 -0.002 -0.131 -0.407 0.0006
C -3.7394 0.9604 5.0384 -0.119 -0.250 0.286 -0.0345
H -3.2011 2.2875 3.4250 -0.078 0.099 -0.011 0.1315
C -3.1988 -1.4376 -2.8156 -0.029 -0.034 0.010 -0.0594
H -4.3744 1.6793 5.5325 -0.050 0.067 0.031 0.1184
O 1.7422 2.1544 1.1407 0.284 0.816 -0.681 0.1116
H 0.2553 2.7263 3.1748 -0.050 0.033 0.103 0.0821
C 2.5213 -4.2956 2.2033 0.580 -0.373 0.354 -0.0761
C 1.0808 -6.4957 1.1503 -0.335 0.138 -0.188 -0.1752
H -4.0560 -1.5558 -2.1713 -0.100 0.004 0.045 0.1118
H 2.8976 2.4195 5.1149 0.051 0.107 0.099 0.0991
H 4.8499 1.9554 3.3817 0.154 0.076 0.021 0.0947
C -2.1053 -0.9358 3.8519 -0.848 1.305 0.274 -0.0584
C -0.9343 -0.6935 -3.1592 -0.299 -0.123 0.104 -0.1288
C 1.1915 -2.9792 0.7212 -0.374 1.247 -0.700 -0.1598
C -1.4970 0.3467 2.0775 1.483 0.966 -1.916 -0.3841
O 0.3019 0.1827 -1.3581 0.533 1.567 -2.001 -0.2317
H 1.4728 -6.5614 0.1231 -0.061 -0.010 0.103 0.1354
H 3.5664 -5.7271 0.9531 -0.032 0.000 0.121 0.1362
H 2.8500 0.6563 5.1406 0.053 -0.063 0.041 0.0930
H -4.1322 -0.5444 6.5016 -0.006 -0.040 0.078 0.1187
H -0.1251 -1.0139 -5.1102 0.043 -0.021 -0.072 0.1222
H 4.4629 0.2316 3.3966 0.006 -0.042 0.041 0.0940
C 4.2241 1.1886 2.9372 -0.387 -0.013 -0.008 -0.0021
N 0.9623 -1.9551 0.1751 0.954 -2.130 0.798 0.0341
H 0.6903 4.2240 2.3462 -0.026 0.000 -0.021 0.1011
C -2.1539 -1.7246 -4.9512 -0.012 -0.037 -0.087 -0.6582
C -3.0970 1.3084 3.8665 0.545 -0.286 -0.730 0.0339
C -1.1625 -1.6899 3.0192 1.172 -1.611 -0.710 -0.3380
O -0.7155 -2.8177 3.1224 -0.683 1.230 0.219 0.1306
H -2.0364 -0.4658 -1.2973 -0.093 -0.158 -0.484 0.0923
H -0.3647 -4.9714 0.5769 0.075 0.019 0.033 0.1414
H 3.8074 4.1480 2.8959 0.093 0.084 0.103 0.0987
O 1.3597 -0.0217 -3.3005 -0.983 0.073 0.865 0.1699
O -1.2267 1.1840 1.1424 -1.537 -0.564 2.000 -0.0578
H -4.1564 -2.3534 -4.5087 -0.022 -0.003 -0.006 0.1085
C 0.3854 -5.1423 1.3495 -0.255 -0.731 0.033 -0.0873
C -2.0488 -0.8420 -2.3304 0.209 0.195 0.250 -0.0332
C -0.9921 -1.1363 -4.4794 0.031 0.064 0.081 -0.0443
C 2.2549 2.7551 2.3582 -0.084 0.091 0.303 -0.4459
H 4.4332 1.1195 1.8717 0.086 0.032 -0.062 0.0986
B 1.5166 0.8531 1.3708 -0.139 -0.207 0.106 -0.6661
C 3.1082 -5.6901 1.9538 0.168 0.356 0.073 -0.1752
C 0.3492 -0.1297 -2.6515 0.698 -0.566 -2.745 -0.4655
H 2.8673 4.6004 1.4709 -0.012 0.091 -0.030 0.0956
C -2.7688 -1.2679 5.0198 0.257 -0.113 -0.352 0.0290
H 2.1307 -4.2360 3.2248 0.050 0.033 -0.070 0.1423
H -0.0931 -5.0936 2.3335 0.076 -0.001 -0.140 0.1249
H -2.6560 -2.2448 5.4639 0.059 -0.082 0.037 0.1302
C 1.0580 3.4466 3.0136 0.214 -0.147 -0.254 0.0026
H 1.3707 1.5625 4.8413 -0.092 0.063 0.052 0.0838
C 2.7477 1.5038 3.1713 0.332 0.152 -0.031 -0.4474
Br -2.2376 -2.3307 -6.7469 0.034 0.091 0.247 0.7753
O 2.1185 -6.6799 2.0794 -0.051 -0.021 0.155 -0.1119
C 3.3296 3.7695 1.9968 -0.278 -0.303 -0.017 0.0055
H 4.0770 3.3302 1.3432 0.100 -0.018 0.013 0.0914
O 1.9867 0.4204 2.5627 0.118 -0.515 0.715 0.0886
C -3.5927 -0.3096 5.5966 -0.049 0.277 -0.078 -0.0239
Mo 0.0331 -0.2567 0.2997 1.184 0.284 0.509 1.6225
```
Forces are in eV/Å.